Molecular formula: C24H34N2O4
Method: DFT, wB97M-V/def2-TZVPD

Structure (XYZ):
```
64
Properties=species:S:1:pos:R:3
C 4.94 -0.40 1.39
O 4.39 -1.29 0.46
C 3.47 -0.80 -0.45
C 3.06 0.52 -0.52
C 2.14 0.90 -1.50
C 1.59 2.30 -1.51
N 0.36 2.47 -0.74
C -0.76 1.72 -1.29
C -2.03 2.06 -0.53
N -1.84 1.77 0.87
C -3.06 1.68 1.64
C -3.67 0.29 1.49
C -2.68 -0.79 1.95
C -2.94 -2.10 1.26
C -3.82 -3.04 1.80
C -4.08 -4.22 1.14
C -3.46 -4.49 -0.07
C -2.59 -3.56 -0.62
C -2.34 -2.38 0.05
C -0.75 2.54 1.44
C -0.97 4.06 1.43
C -0.14 4.78 2.49
O -0.36 6.17 2.51
C 0.52 2.16 0.66
C 1.66 -0.05 -2.38
C 2.05 -1.39 -2.31
O 1.47 -2.19 -3.24
C 1.67 -3.59 -3.21
C 2.97 -1.77 -1.34
O 3.43 -3.06 -1.20
H 5.50 0.40 0.89
H 4.17 0.04 2.03
H 5.62 -1.00 1.99
H 3.44 1.25 0.16
H 1.37 2.61 -2.54
H 2.32 3.00 -1.09
H -0.59 0.63 -1.22
H -0.87 1.99 -2.34
H -2.30 3.12 -0.70
H -2.85 1.44 -0.91
H -3.80 2.44 1.34
H -2.82 1.85 2.70
H -4.60 0.23 2.06
H -3.91 0.12 0.44
H -2.75 -0.91 3.03
H -1.68 -0.45 1.69
H -4.30 -2.83 2.75
H -4.76 -4.94 1.57
H -3.66 -5.42 -0.59
H -2.11 -3.76 -1.57
H -1.65 -1.65 -0.38
H -0.63 2.21 2.48
H -0.70 4.45 0.44
H -2.02 4.28 1.61
H -0.43 4.43 3.49
H 0.93 4.57 2.35
H -0.18 6.52 1.63
H 0.71 1.08 0.82
H 1.37 2.72 1.05
H 0.96 0.21 -3.15
H 2.72 -3.85 -3.39
H 1.06 -3.99 -4.02
H 1.36 -4.02 -2.26
H 4.05 -3.06 -0.47
```

Values from the calculation:
**Multiplicity**: 1
**Structure (SMILES)**: COc1cc(CN2CCN(CCCc3ccccc3)[C@H](CCO)C2)cc(OC)c1O
**Molecular weight**: 414.55 g mol⁻¹
**Maximum force**: 0.015 Eh/bohr
**ΔE to the lowest compared entry with this formula, charge and spin**: 89.5 kcal/mol
**HOMO energy**: -0.298 Eh

---

Molecular formula: C24H34N2O4
Method: DFT, wB97M-V/def2-TZVPD

Structure (XYZ):
```
64
Properties=species:S:1:pos:R:3
C 5.70 -2.10 1.65
C 6.33 -2.89 0.54
C 7.44 -3.69 0.74
C 8.00 -4.42 -0.29
C 7.44 -4.35 -1.56
C 6.33 -3.56 -1.79
C 5.77 -2.83 -0.75
O 4.67 -2.02 -0.87
C 4.05 -1.91 -2.12
C 2.86 -0.95 -1.99
O 2.28 -0.80 -3.25
C 1.82 -1.49 -0.99
N 0.58 -0.76 -1.16
C -0.60 -1.51 -0.76
C -1.86 -0.73 -1.13
N -1.91 0.60 -0.54
C -2.29 0.63 0.85
C -3.77 0.26 1.04
O -4.00 -1.12 1.12
C -4.33 0.96 2.30
O -4.27 2.36 2.22
C -5.18 3.03 1.44
C -6.26 2.45 0.79
C -7.13 3.24 0.05
C -6.93 4.60 -0.04
C -5.86 5.18 0.61
C -4.97 4.42 1.35
C -3.80 5.03 2.05
C -0.69 1.30 -0.86
C 0.58 0.53 -0.48
H 6.26 -2.22 2.57
H 4.68 -2.43 1.81
H 5.67 -1.05 1.38
H 7.87 -3.74 1.73
H 8.87 -5.03 -0.12
H 7.87 -4.91 -2.37
H 5.91 -3.51 -2.78
H 4.74 -1.51 -2.88
H 3.68 -2.89 -2.47
H 3.25 0.01 -1.63
H 1.34 -0.60 -3.09
H 1.63 -2.54 -1.23
H 2.22 -1.44 0.03
H -0.59 -1.74 0.32
H -0.60 -2.47 -1.30
H -1.89 -0.60 -2.22
H -2.75 -1.29 -0.83
H -1.68 -0.02 1.50
H -2.16 1.66 1.20
H -4.32 0.60 0.16
H -3.49 -1.48 1.86
H -5.34 0.60 2.50
H -3.70 0.71 3.16
H -6.44 1.39 0.84
H -7.97 2.77 -0.45
H -7.61 5.21 -0.61
H -5.70 6.25 0.54
H -2.87 4.61 1.67
H -3.85 4.81 3.12
H -3.78 6.11 1.91
H -0.68 1.47 -1.94
H -0.69 2.28 -0.36
H 0.64 0.41 0.62
H 1.46 1.10 -0.80
```

Values from the calculation:
**Multiplicity**: 1
**Structure (SMILES)**: Cc1ccccc1OC[C@@H](O)CN1CCN(C[C@@H](O)COc2ccccc2C)CC1
**Molecular weight**: 414.55 g mol⁻¹
**Maximum force**: 0.015 Eh/bohr
**ΔE to the lowest compared entry with this formula, charge and spin**: 79.9 kcal/mol
**HOMO energy**: -0.308 Eh

---

Molecular formula: C24H34N3O3
Method: DFT, wB97M-V/def2-TZVPD

Structure (XYZ):
```
64
Properties=species:S:1:pos:R:3
C 5.86 3.59 0.88
C 6.83 2.48 0.49
O 6.59 1.28 1.21
C 5.58 0.46 0.87
C 5.42 -0.68 1.67
C 4.43 -1.60 1.40
C 3.56 -1.43 0.33
O 2.56 -2.31 0.00
C 2.62 -3.63 0.52
C 1.58 -4.46 -0.22
C 3.71 -0.30 -0.47
N 2.90 -0.09 -1.62
C 1.58 -0.03 -1.69
O 0.95 0.09 -2.73
C 0.77 -0.07 -0.38
N -0.63 0.13 -0.81
C -1.55 -0.97 -0.48
C -2.88 -0.75 -1.22
N -3.46 0.52 -0.88
C -4.41 0.57 0.16
C -4.30 1.44 1.24
C -5.30 1.46 2.21
C -6.39 0.62 2.12
C -6.51 -0.25 1.04
C -7.70 -1.15 0.93
C -5.52 -0.26 0.07
C -2.57 1.64 -1.11
C -2.38 1.90 -2.61
C -1.21 1.43 -0.41
C 4.71 0.63 -0.21
H 6.12 4.51 0.36
H 4.83 3.33 0.64
H 5.92 3.77 1.95
H 6.81 2.30 -0.59
H 7.84 2.76 0.78
H 6.09 -0.82 2.49
H 4.35 -2.47 2.04
H 3.62 -4.05 0.35
H 2.40 -3.62 1.59
H 0.57 -4.10 -0.01
H 1.65 -5.50 0.10
H 1.75 -4.41 -1.29
H 3.39 -0.01 -2.50
H 1.10 0.71 0.30
H 0.90 -1.04 0.09
H -0.49 0.16 -1.88
H -1.10 -1.91 -0.79
H -1.72 -0.98 0.60
H -3.57 -1.55 -0.94
H -2.71 -0.81 -2.30
H -3.46 2.11 1.35
H -5.21 2.14 3.04
H -7.15 0.64 2.88
H -7.65 -1.78 0.05
H -7.78 -1.78 1.81
H -8.61 -0.55 0.87
H -5.63 -0.91 -0.78
H -3.04 2.53 -0.69
H -1.89 2.86 -2.76
H -3.35 1.94 -3.09
H -1.79 1.14 -3.11
H -0.52 2.23 -0.68
H -1.34 1.42 0.68
H 4.80 1.48 -0.87
```

Values from the calculation:
**Multiplicity**: 1
**Structure (SMILES)**: CCOc1ccc(OCC)c(NC(=O)C[N@H+]2CCN(c3cccc(C)c3)[C@H](C)C2)c1
**Molecular weight**: 412.55 g mol⁻¹
**Maximum force**: 0.020 Eh/bohr
**Total charge**: +1
**ΔE to the lowest compared entry with this formula, charge and spin**: 1.7 kcal/mol
**HOMO energy**: -0.389 Eh

---

Molecular formula: C24H35AlAsBrN2O5SSi2
Method: DFT, wB97M-V/def2-TZVPD

Structure (XYZ):
```
72
Properties=species:S:1:pos:R:3
Al 0.20 0.03 -0.20
Br 1.75 -1.23 2.40
C 0.10 -2.00 2.92
C 0.03 -2.59 4.15
C -1.15 -3.24 4.55
C -2.21 -3.32 3.70
C -2.16 -2.71 2.42
C -3.25 -2.84 1.53
C -3.21 -2.26 0.30
C -2.09 -1.48 -0.06
C -0.99 -1.30 0.75
C -1.00 -1.98 2.01
H 0.89 -2.56 4.81
H -1.20 -3.70 5.53
H -3.11 -3.85 3.98
H -4.11 -3.42 1.85
H -4.04 -2.38 -0.40
H -2.10 -1.01 -1.04
N 3.96 3.37 1.51
C 2.93 2.96 0.55
C 2.67 1.47 0.65
O 3.51 0.72 1.11
O 1.48 1.11 0.24
H 4.64 3.99 1.08
H 4.46 2.54 1.80
H 2.87 4.20 3.22
H 3.21 3.16 -0.48
H 2.00 3.48 0.74
N -1.42 1.55 0.10
C -1.02 2.47 1.13
C -0.82 1.98 2.42
C -0.24 2.80 3.38
C 0.12 4.09 3.03
C -0.16 4.61 1.78
C -0.74 3.79 0.82
S 1.09 5.06 4.16
O 2.45 4.29 4.12
O 1.23 6.37 3.60
O 0.60 4.89 5.48
H -1.68 2.04 -0.75
H -2.19 0.96 0.39
H -1.08 0.96 2.66
H -0.03 2.43 4.37
H 0.11 5.63 1.55
H -0.92 4.15 -0.18
C -1.02 -0.13 -5.50
Si -1.41 -0.54 -3.70
C -2.71 0.72 -3.13
C -2.16 -2.26 -3.63
As 0.58 -0.07 -2.58
Si 1.63 -2.17 -2.46
C 0.74 -3.47 -1.44
C 3.31 -1.85 -1.67
C 1.88 -2.85 -4.19
H -1.91 -0.14 -6.13
H -0.30 -0.85 -5.91
H -0.56 0.86 -5.55
H -3.55 0.77 -3.84
H -2.26 1.71 -3.09
H -3.12 0.47 -2.15
H -2.75 -2.45 -4.53
H -2.82 -2.39 -2.76
H -1.38 -3.03 -3.57
H 0.79 -3.23 -0.37
H 1.19 -4.46 -1.59
H -0.32 -3.54 -1.71
H 3.20 -1.29 -0.73
H 3.94 -1.26 -2.33
H 3.82 -2.79 -1.44
H 0.93 -3.14 -4.66
H 2.52 -3.74 -4.17
H 2.36 -2.11 -4.84
```

Values from the calculation:
**Multiplicity**: 1
**Molecular weight**: 701.60 g mol⁻¹
**Maximum force**: 0.014 Eh/bohr
**HOMO energy**: -0.301 Eh

---

Question: multiplicity of number 4 (C24H35AlAsBrN2O5SSi2)?
Answer: 1

---

Question: HOMO energy of number 3 (C24H34N3O3)?
Answer: -0.389 Eh